1.
Here is the molecule C6H11N from OMol25. Energies are from ωB97M-V/def2-TZVPD.

```
18
C6H11N | OMol25 | ωB97M-V/def2-TZVPD
C 2.2422 1.7029 0.6743
C 0.7451 1.5592 1.1202
C 0.4384 0.0534 1.4290
C -0.0621 -0.6927 0.2627
C -0.5155 -0.1946 -0.9214
N -1.4315 -0.9160 -1.7390
C -1.9952 -1.9456 -1.2579
H 2.3268 2.5756 0.0036
H 2.8287 2.0048 1.5341
H 2.3102 0.8269 0.0151
H 0.7783 1.9686 2.1427
H 0.1027 2.1584 0.4992
H 1.3967 -0.3700 1.7207
H -0.2891 0.0304 2.2411
H 0.0557 -1.7832 0.3065
H -0.0589 0.6862 -1.3448
H -2.0396 -2.2581 -0.1962
H -2.7332 -2.4790 -1.8413
```

Summary:
Energy above the lowest of the compared OMol25 structures with the same formula, charge and spin: 66.8 kcal/mol
HOMO: -8.7 eV
Structure (SMILES): C=N/C=C/CCC
Molecular weight: 97.16 g mol⁻¹
DFT total energy: -289.86525 Eh

---

2.
Here is a structure of composition C17H34O2P2Zr from OMol25. Energies are from ωB97M-V/def2-TZVPD.

```
56
C17H34O2P2Zr | OMol25 | ωB97M-V/def2-TZVPD
P 0.7402 -2.1654 -1.0830
P 1.6648 0.8635 -1.2131
C 0.7202 -1.2583 -2.7140
C 1.8069 -0.1763 -2.7510
H -0.2923 -0.8736 -2.9036
H 0.9088 -2.0476 -3.4485
H 2.8092 -0.6232 -2.7451
H 1.7079 0.4831 -3.6199
C 0.2985 1.9049 -1.8419
H 0.0291 2.6639 -1.0991
H -0.6057 1.3308 -2.0751
H 0.6986 2.3728 -2.7582
C 2.7491 2.3168 -0.9105
H 2.8462 2.9012 -1.8432
H 3.7335 2.0312 -0.5092
H 2.2378 2.9242 -0.1432
C -0.5860 -3.3634 -0.8848
H -0.3721 -3.9596 0.0176
H -0.6215 -4.0257 -1.7607
H -1.5553 -2.8612 -0.7515
C 2.2941 -3.0967 -1.4200
H 3.1684 -2.7306 -0.8628
H 2.5480 -2.9694 -2.4747
H 2.1375 -4.1524 -1.1996
Zr 1.6958 -0.7343 0.6469
C -2.1940 2.8589 0.5276
C -2.8919 2.5564 -0.5851
C -3.3883 1.2440 -1.1276
C -4.1628 0.2657 -0.2026
C -3.3179 -0.7982 0.4883
C -2.4877 -0.4364 1.4626
C -1.4170 0.5259 1.0377
C -1.6566 1.9559 1.5804
C 2.9491 -2.4455 1.4834
H -2.1662 3.9265 0.8123
H -3.1945 3.4177 -1.2008
H -2.5971 0.7109 -1.6683
H -4.1140 1.5111 -1.9092
H -4.7325 0.8865 0.5105
H -4.9211 -0.2451 -0.8246
H -3.6020 -1.8425 0.2808
H -2.3274 -0.9131 2.4198
H -1.3595 0.6382 -0.0592
H -0.4280 0.1681 1.3878
H -2.3574 1.9505 2.4319
H -0.6967 2.3457 1.9640
H 3.4296 -1.9915 2.3625
H 3.6750 -3.0661 0.9573
H 2.2023 -3.1552 1.8890
C 1.5533 1.0265 4.3845
C 1.6142 0.4241 3.0282
O 2.3036 0.9486 2.0792
O 0.9475 -0.6521 2.7591
H 2.5795 1.1075 4.7620
H 0.9926 0.3455 5.0281
H 1.0046 1.9769 4.2885
```

Summary:
Energy above the lowest of the compared OMol25 structures with the same formula, charge and spin: 7.0 kcal/mol
HOMO: -13.7 eV
Net charge: +2
Molecular weight: 423.63 g mol⁻¹
DFT total energy: -1547.70670 Eh

---

3.
Here is a cluster of 2 separate species, C5H11P in total from OMol25. Energies are from ωB97M-V/def2-TZVPD.

```
17
C5H11P | OMol25 | ωB97M-V/def2-TZVPD
C -2.8346 -0.4078 0.7666
C 1.8647 1.1411 0.6561
C -2.0397 0.6201 0.5764
C 0.8374 -1.5704 0.6198
C 0.4972 0.2509 -1.6687
P 0.4991 0.2304 0.1952
H -3.8695 -0.1500 0.8166
H -2.5237 -1.5179 0.7324
H 2.2514 0.9276 1.5714
H 2.1102 2.0834 0.1906
H -2.3207 1.6904 0.7288
H 0.0238 -2.0009 1.2882
H 0.9393 -2.1018 -0.3462
H 1.7028 -1.6984 1.1712
H -0.1266 -0.5168 -2.2512
H 0.1168 1.2511 -1.9438
H 1.5972 0.0631 -1.9807
```

Summary:
Energy above the lowest of the compared OMol25 structures with the same formula, charge and spin: 90.9 kcal/mol
HOMO: -7.1 eV
Molecular weight: 102.12 g mol⁻¹
DFT total energy: -538.28137 Eh

---

4.
Here is a cluster of 3 separate species, C19H31N2O6 in total from OMol25. Energies are from ωB97M-V/def2-TZVPD.

```
58
C19H31N2O6 | OMol25 | ωB97M-V/def2-TZVPD
C 8.8495 -1.3094 2.9689
C 7.6456 -1.5143 3.0817
C 6.1047 -1.6917 3.1764
N 5.3294 -0.7288 2.3449
C 5.7861 -0.1253 1.1716
C 4.9879 0.8292 0.3312
C 3.5942 1.1609 0.7761
C 3.0785 0.4934 2.0617
N 1.7498 0.7446 2.5649
C 0.7331 -0.2808 2.1454
C 1.2861 -1.4640 1.2435
C 0.1308 -2.5174 0.8312
C 4.0175 -0.4229 2.7987
H 9.8529 -0.8124 2.8590
H 5.7306 -1.6831 4.2533
H 5.8617 -2.7428 2.7934
H 6.8337 -0.3608 0.8330
H 5.3610 1.2982 -0.6250
H 2.8833 1.8527 0.2446
H 1.4857 1.6980 2.2999
H -0.1573 0.2529 1.6720
H 0.3456 -0.7675 3.1060
H 1.7112 -1.0900 0.2611
H 2.0210 -2.0566 1.8691
H 0.6940 -3.4623 0.5201
H -0.4669 -2.1244 -0.0416
H -0.5220 -2.7879 1.7213
H 3.6459 -0.8907 3.7537
C -4.8632 -1.3299 -4.7187
C -3.5717 -2.1112 -4.5707
O -3.0975 -2.0895 -3.2159
C -3.7655 -2.8713 -2.3547
O -4.7045 -3.5776 -2.6148
O -3.2212 -2.7041 -1.1373
C -3.9125 -3.4008 -0.0997
H -4.7397 -0.3106 -4.3442
H -5.1712 -1.2900 -5.7648
H -5.6715 -1.7837 -4.1428
H -2.7957 -1.6417 -5.1782
H -3.6780 -3.1407 -4.9215
H -4.0058 -4.4634 -0.3288
H -4.8953 -2.9531 0.0579
H -3.3331 -3.2956 0.8176
C -2.0557 5.3903 1.1120
C -3.0148 5.5211 -0.0556
O -2.5643 4.7696 -1.1914
C -2.7196 3.4416 -1.1069
O -3.1994 2.8371 -0.1799
O -2.2193 2.8936 -2.2260
C -2.2246 1.4668 -2.2186
H -1.0438 5.6716 0.8098
H -2.3696 6.0265 1.9413
H -2.0052 4.3610 1.4724
H -3.0566 6.5648 -0.3716
H -4.0305 5.2261 0.2189
H -3.2233 1.0748 -2.0209
H -1.5118 1.0958 -1.4789
H -1.9088 1.1255 -3.2042
```

Summary:
Energy above the lowest of the compared OMol25 structures with the same formula, charge and spin: 132.5 kcal/mol
HOMO: -12.5 eV
Net charge: +1
Molecular weight: 383.46 g mol⁻¹
DFT total energy: -1303.13853 Eh

---

5.
Here is a cluster of 2 separate species, C5H5FN2O6 in total from OMol25. Energies are from ωB97M-V/def2-TZVPD.

```
19
C5H5FN2O6 | OMol25 | ωB97M-V/def2-TZVPD
C -0.5757 1.5140 0.2169
C -2.8086 -0.9431 -0.6478
C -2.5628 0.5183 -0.6293
C -1.3112 1.3417 -0.8112
C 1.8851 -0.4376 0.0498
N 1.0766 -1.6209 0.4395
N 2.8458 0.0616 0.7620
O 0.0967 1.9406 1.1005
O 1.3930 -2.2042 1.4211
O 0.1627 -1.9259 -0.2879
O 3.4822 1.1977 0.2573
O 3.2534 -0.2581 1.8465
O -2.7204 -0.2304 0.5753
F 1.6675 0.0986 -1.1090
H -3.7834 -1.3546 -1.0190
H -1.9738 -1.5655 -0.7223
H -3.3699 1.1960 -0.7208
H 4.0563 1.4781 1.0435
H -0.8135 1.1937 -1.7651
```

Summary:
Energy above the lowest of the compared OMol25 structures with the same formula, charge and spin: 36.6 kcal/mol
HOMO: -9.5 eV
Structure (SMILES): O=[N+]([O-])/C(F)=[N+](\[O-])O.O=C=C[C@H]1CO1
Molecular weight: 208.10 g mol⁻¹
DFT total energy: -853.98789 Eh

---

6.
Here is a structure of composition C30H34P2PdSe2 from OMol25. Energies are from ωB97M-V/def2-TZVPD.

```
69
C30H34P2PdSe2 | OMol25 | ωB97M-V/def2-TZVPD
Pd -0.3007 1.2511 -0.3048
C -3.3232 3.2460 -0.3270
Se -2.0681 2.5726 -1.6278
C -0.9916 4.2219 -1.8738
C -0.2771 4.6835 -0.6169
Se 0.9736 3.3661 0.1576
C 2.3665 3.4455 -1.1928
H -3.8209 4.1271 -0.7375
H -2.8123 3.5107 0.5999
H -4.0756 2.4817 -0.1385
H -1.6834 5.0037 -2.2049
H -0.2988 4.0324 -2.6999
H -0.9738 4.9581 0.1814
H 0.3156 5.5754 -0.8458
H 3.0175 4.2844 -0.9378
H 1.9558 3.6062 -2.1895
H 2.9548 2.5271 -1.1672
C -1.2522 -1.1479 0.0627
C 0.1259 -1.7582 -0.1897
P 1.2715 -0.5732 -1.0474
C 2.8564 -1.4681 -1.0123
C 3.5775 -1.6384 -2.2022
C 4.7067 -2.4386 -2.2158
C 5.2045 -2.9710 -1.0319
C 4.4983 -2.7954 0.1552
C 3.3559 -2.0112 0.1756
C 0.7085 -0.6419 -2.7819
C 0.2295 0.5296 -3.3644
C -0.2397 0.5211 -4.6673
C -0.2313 -0.6690 -5.3909
C 0.2936 -1.8259 -4.8342
C 0.7401 -1.8307 -3.5236
P -1.4252 0.0489 1.5233
C -0.1219 -0.2706 2.7511
C -0.4011 -0.8171 4.0100
C 0.6256 -1.0374 4.9104
C 1.9214 -0.6316 4.6133
C 2.2014 -0.0514 3.3794
C 1.1823 0.1555 2.4688
C -2.9682 -0.6048 2.2808
C -4.0988 0.1618 2.5036
C -5.2081 -0.4308 3.1125
C -5.2114 -1.7857 3.4182
C -4.0668 -2.5454 3.2324
C -2.9534 -1.9637 2.6444
H -1.9685 -1.9618 0.2425
H -1.6189 -0.6361 -0.8458
H 0.0233 -2.6284 -0.8493
H 0.5791 -2.1042 0.7432
H 3.2449 -1.1678 -3.1181
H 5.2115 -2.6440 -3.1511
H 6.1502 -3.4988 -1.0267
H 4.8462 -3.2714 1.0621
H 2.8516 -1.8343 1.1156
H 0.2940 1.4645 -2.8000
H -0.5893 1.4329 -5.1281
H -0.6513 -0.6926 -6.3873
H 0.3434 -2.7356 -5.4180
H 1.1124 -2.7467 -3.0859
H -1.4158 -1.0576 4.2951
H 0.4143 -1.4995 5.8634
H 2.7030 -0.7302 5.3534
H 3.2096 0.2531 3.1423
H 1.3851 0.6821 1.5303
H -4.1117 1.2170 2.2798
H -6.0483 0.1909 3.3968
H -6.1104 -2.2601 3.7957
H -4.0476 -3.5951 3.4892
H -2.0864 -2.5788 2.4463
```

Summary:
Energy above the lowest of the compared OMol25 structures with the same formula, charge and spin: 53.0 kcal/mol
HOMO (spin up / spin down): -19.5 / -19.6 eV
Net charge: +4
Molecular weight: 720.89 g mol⁻¹
DFT total energy: -6775.36864 Eh

---

Q: Which value of molecular weight does entry 4 give?
A: 383.46 g mol⁻¹